No. 1
Formula: C6H9BrN3
Source: OMol25
Level of theory: ωB97M-V with the def2-TZVPD basis set

Each atom is followed by the atoms it is bonded to, with distances in Å.
Geometry (Å):
1 C -0.5503 1.1622 -0.3269  C2 1.339, C3 1.446, H11 1.125
2 C 0.3546 0.5489 -1.1007  C1 1.339, C4 1.480, H12 1.130
3 C -1.1054 0.5709 0.8705  C1 1.446, C5 1.290, C6 1.538
4 C 0.7959 -0.7985 -0.6770  C2 1.480, N7 1.311, N8 1.376
5 C -1.2406 -0.6758 1.1724  C3 1.290, Br10 1.758
6 C -1.9272 1.5158 1.7642  C3 1.538, H13 1.070, H14 1.134, H15 1.159
7 N -0.0226 -1.7713 -0.9982  C4 1.311, N9 1.322
8 N 2.0849 -0.8854 -0.2026  C4 1.376, H16 0.952, H17 1.033
9 N 0.2676 -3.0477 -0.8134  N7 1.322, H18 1.105, H19 0.991
10 Br -1.8105 -1.9873 2.1948  C5 1.758
11 H -1.0172 2.1788 -0.4438  C1 1.125
12 H 0.7740 1.0051 -2.0452  C2 1.130
13 H -2.9140 1.1243 1.8942  C6 1.070
14 H -1.5146 1.6302 2.8138  C6 1.134
15 H -1.9228 2.5253 1.1943  C6 1.159
16 H 2.7201 -0.2628 -0.5409  N8 0.952
17 H 2.5645 -1.8002 -0.2113  N8 1.033
18 H 1.2889 -3.4398 -0.9657  N9 1.105
19 H -0.4150 -3.6096 -1.2617  N9 0.991

Summary:
largest force on an atom: 3.80 eV/Å
total charge: +1
frontier orbital gap (alpha / beta): 0.2409 / 0.2408 hartree
E_LUMO (alpha / beta): -5.671 / -5.673 eV
HOMO (alpha / beta): -0.449 / -0.449 Ha
E_tot: -2971.88177 a.u.



No. 2
Formula: C6H5NO
Source: OMol25
Level of theory: ωB97M-V with the def2-TZVPD basis set

Each atom is followed by the atoms it is bonded to, with distances in Å.
Geometry (Å):
1 O 3.9686 1.3106 0.9782  N2 1.193
2 N 2.8902 0.9581 0.6086  O1 1.193, C3 1.193
3 C 1.9014 0.5094 0.1149  N2 1.193, C4 1.416
4 C 0.5648 0.0697 -0.0466  C3 1.416, C5 1.485, C8 1.606, H9 1.192
5 C -0.4534 0.4808 -1.0461  C4 1.485, C6 1.341, H10 1.182
6 C -1.7030 0.0095 -0.9254  C5 1.341, C7 1.448, H11 1.124
7 C -1.7643 -0.5547 0.4070  C6 1.448, C8 1.354, H12 1.077
8 C -0.5395 -0.4827 0.9796  C4 1.606, C7 1.354, H13 1.095
9 H 0.5448 -1.1204 -0.1143  C4 1.192
10 H -0.0128 0.9237 -2.0490  C5 1.182
11 H -2.5296 0.2277 -1.6547  C6 1.124
12 H -2.4906 -1.1078 0.9788  C7 1.077
13 H -0.3766 -1.2238 1.7690  C8 1.095

Summary:
largest force on an atom: 5.98 eV/Å
total charge: 0
frontier orbital gap: 0.3563 hartree
E_LUMO: 0.551 eV
structure (SMILES): [O-][N+]#CC1C=CC=C1
HOMO: -0.336 Ha
E_tot: -361.42199 a.u.



Relative energy (zero: lowest compared OMol25 entry of this formula, charge and spin) across the listed records, respectively: 2.630 4.415 eV.